DFT (the ωB97M-V functional and the def2-TZVPD basis) results for an isolated ion of composition C56H66N5 and charge +1 at a distorted geometry.

The geometry in ORCA input format:
```
! RIJCOSX wB97M-V def2-TZVPD def2/J DEFGRID3
* xyz 1 1
C -2.23391 -4.05195 -3.21886
C -2.53814 -3.84066 -1.74169
C -3.43635 -4.97130 -1.23969
C -3.14948 -2.45127 -1.58140
C -4.52209 -2.29662 -1.72716
C -5.09317 -1.02490 -1.78911
C -4.28376 0.10076 -1.72455
C -2.89649 -0.01822 -1.63075
C -2.06956 1.24629 -1.92984
C -2.20712 2.33249 -0.86436
C -2.47166 1.84556 -3.28272
C -2.34371 -1.31073 -1.46101
N -0.91378 -1.51551 -1.37643
N -0.28830 -2.03732 -2.44742
N 0.99701 -1.68383 -2.31859
C 1.84009 -1.69311 -3.49397
C 2.37492 -0.48728 -4.01200
C 1.72262 0.88239 -3.78242
C 0.71958 1.21376 -4.89060
C 2.76983 1.98490 -3.65004
C 3.49648 -0.58067 -4.83704
C 3.96464 -1.82555 -5.25154
C 3.24974 -2.97699 -4.94648
C 2.14221 -2.92432 -4.10146
C 1.36115 -4.21730 -3.86440
C 2.24019 -5.22634 -3.14307
C 0.85053 -4.82193 -5.17813
C 1.21742 -1.03631 -1.08815
C 2.62708 -0.71198 -0.82061
C 3.13019 0.60420 -0.69726
C 4.50207 0.85629 -0.56265
C 5.41592 -0.20089 -0.56774
C 4.95765 -1.50765 -0.79891
C 3.58921 -1.75589 -0.90624
C -0.01662 -0.92316 -0.48469
C -0.67733 -0.29905 0.70109
H -1.57002 -3.25478 -3.56795
H -1.75578 -5.02287 -3.40482
H -3.16200 -3.99279 -3.80584
H -1.59915 -3.86751 -1.17554
H -3.79429 -4.78227 -0.22502
H -4.30006 -5.10816 -1.89975
H -2.87126 -5.90828 -1.23470
H -5.14806 -3.18391 -1.81470
H -6.16782 -0.92131 -1.92523
H -4.71577 1.10053 -1.81657
H -1.01476 0.94065 -1.98371
H -1.95518 1.97899 0.13988
H -1.51694 3.15354 -1.09547
H -3.23130 2.72327 -0.81468
H -2.36484 1.11276 -4.08974
H -3.51688 2.18114 -3.26486
H -1.83941 2.70986 -3.51604
H 1.16177 0.81750 -2.83745
H -0.04754 0.43335 -4.97265
H 0.22064 2.16771 -4.68003
H 1.22683 1.29403 -5.86270
H 3.58441 1.67384 -2.98958
H 3.18582 2.24727 -4.62964
H 2.31533 2.88332 -3.21867
H 4.00329 0.32541 -5.16663
H 4.86631 -1.89837 -5.85468
H 3.52854 -3.94210 -5.36889
H 0.49925 -3.94756 -3.24735
H 2.62333 -4.81515 -2.20409
H 1.68019 -6.14211 -2.93180
H 3.09570 -5.47656 -3.78178
H 0.24346 -4.11013 -5.74928
H 1.69835 -5.12897 -5.80301
H 0.24169 -5.71033 -4.97587
H 2.41010 1.42211 -0.72360
H 4.86705 1.88091 -0.42525
H 6.47966 -0.02327 -0.38890
H 5.67321 -2.33123 -0.87087
H 3.22700 -2.76892 -1.09514
H -1.11190 0.64743 0.33670
H -1.57257 -0.90687 0.91435
C -0.94989 6.32139 1.88502
C 0.53239 6.64809 1.71256
N 1.28409 5.46180 1.41401
C 2.63037 5.47578 0.87313
C 3.02522 3.98043 0.82546
C 1.87233 3.27899 1.43932
C 1.59892 1.94542 1.66557
C 0.30405 1.57712 2.06152
C -0.00483 0.06644 1.99449
C -0.65392 -0.38508 3.31351
C 0.22696 -1.07915 4.15584
C -0.08945 -1.19254 5.49835
C -1.33045 -0.72013 5.94894
N -1.42193 -0.84250 7.29797
C -2.57133 -0.46408 8.06366
C -3.37191 0.60054 7.32112
C -3.55501 0.31662 5.81186
C -2.30095 -0.14346 5.12426
C -1.95094 -0.04214 3.75802
C -0.28827 -1.53694 7.85808
C 0.68277 -1.69794 6.66260
C -0.63994 2.54053 2.46018
C -0.34947 3.90357 2.34045
C 0.88592 4.21756 1.76767
C -1.22667 5.04491 2.71121
H -1.43455 7.18028 2.36028
H -1.39536 6.19859 0.88762
H 0.68813 7.35490 0.88762
H 0.93219 7.11955 2.62860
H 2.64107 5.93322 -0.12909
H 3.30297 6.07036 1.51344
H 3.18068 3.67820 -0.22372
H 3.97026 3.79333 1.35308
H 2.39332 1.20963 1.56099
H 0.97844 -0.41303 1.95817
H 1.17879 -1.46522 3.78524
H -3.20813 -1.34550 8.25552
H -2.22857 -0.09839 9.04358
H -4.34912 0.68144 7.80884
H -2.85999 1.56345 7.43946
H -4.33993 -0.44882 5.69962
H -3.92480 1.23213 5.33828
H -2.67720 0.35289 3.04397
H 0.17350 -0.95159 8.66415
H -0.57858 -2.51596 8.26468
H 0.98746 -2.74170 6.51069
H 1.57920 -1.08421 6.84549
H -1.59334 2.23791 2.90232
H -1.08354 5.30400 3.77192
H -2.27443 4.75326 2.59590
*
```

Summary:
Energy relative to the best compared isomer or geometry (same formula, charge and spin) ... 0.0000 eV
LUMO level ... -3.0 eV
Largest force on an atom ... 0.0595 Eh/bohr
Kohn-Sham gap ... 5.48 eV


DFT (the ωB97M-V functional and the def2-TZVPD basis) results for a 9-piece molecular cluster, C56H69F24N11O17S8 overall at a distorted geometry.

The geometry in ORCA input format:
```
! RIJCOSX wB97M-V def2-TZVPD def2/J DEFGRID3
* xyz 2 1
C 1.83951 -2.97386 19.53660
C 0.69364 -2.59919 18.56715
C 0.48814 -1.06534 18.45101
O 0.68404 -3.18048 17.24512
H 2.89371 -2.79342 19.32636
H 1.86370 -4.00025 19.90269
H 1.59089 -2.63005 20.54064
H -0.20581 -2.94561 19.07616
H -0.37288 -0.85855 17.81541
H 1.34460 -0.62442 17.94097
H 0.30212 -0.67553 19.45179
C 0.86441 -0.40246 22.56794
C -0.37004 -1.28391 22.36074
C -0.36089 -2.78311 23.04402
N -1.69796 -3.61039 22.91182
C -2.16193 -3.60168 21.44464
C -3.31650 -4.59769 21.28930
C -2.86299 -5.97134 21.75548
C -2.62215 -5.99395 23.25097
C -1.48092 -5.00446 23.56923
C -2.70106 -2.89604 23.79617
H 0.95301 -0.09867 23.61099
H 0.86349 0.41097 21.84238
H 1.83577 -0.83812 22.33392
H -0.19321 -1.49829 21.30675
H -1.32696 -0.81658 22.59313
H -0.14955 -2.81069 24.11298
H 0.39362 -3.40093 22.55709
H -1.27557 -4.02028 20.96794
H -2.25783 -2.56772 21.11326
H -3.47946 -4.69222 20.21571
H -4.28061 -4.31096 21.70927
H -2.07196 -6.42160 21.15579
H -3.69653 -6.62475 21.49787
H -2.43827 -7.02449 23.55472
H -3.55446 -5.77792 23.77272
H -0.62223 -5.38176 23.01389
H -1.30126 -4.90173 24.63940
H -3.07172 -1.99950 23.29926
H -2.23166 -2.62941 24.74310
H -3.59630 -3.47396 24.02561
C 4.47460 -11.83512 11.46285
N 4.37105 -10.57684 12.22851
C 5.23493 -10.32581 13.22380
C 5.06868 -9.24385 14.06569
C 3.96557 -8.40755 13.86900
C 3.03901 -8.74660 12.88272
C 3.22800 -9.87127 12.06983
C 4.00635 -7.17893 14.63565
C 2.87593 -6.62710 15.28651
C 2.96198 -5.43132 16.00246
N 4.15066 -4.73255 16.01489
C 5.27840 -5.28762 15.42552
C 5.22321 -6.46751 14.72200
C 4.25917 -3.36441 16.57307
H 3.87859 -11.77350 10.55232
H 4.12063 -12.64953 12.09495
H 5.50213 -11.99223 11.13483
H 6.14225 -10.90067 13.33664
H 5.77029 -9.04265 14.86172
H 2.25989 -8.02269 12.69469
H 2.51984 -10.11998 11.29325
H 1.98807 -7.23698 15.36490
H 2.08313 -4.97774 16.43637
H 6.22169 -4.77066 15.52222
H 6.10544 -6.78146 14.18394
H 3.28079 -3.01749 16.90553
H 4.57642 -2.73911 15.73853
H 4.99692 -3.40125 17.37461
C 0.96927 -3.64556 13.39453
N 1.17270 -2.20178 13.39567
C 0.52768 -1.47409 14.34389
C 0.45302 -0.10231 14.33935
C 0.96341 0.54059 13.18822
C 1.63967 -0.18979 12.25977
C 1.68231 -1.57379 12.29301
C 0.90912 1.99311 13.09527
C 0.30238 2.64835 11.96958
C 0.24273 4.00255 11.93262
N 0.91005 4.75549 12.87183
C 1.53283 4.13789 13.95009
C 1.57068 2.78166 14.06480
C 0.97204 6.16858 12.69847
H 0.94212 -3.91918 14.44927
H 1.83598 -4.08649 12.90209
H 0.02857 -3.81424 12.87037
H -0.02243 -2.03659 15.08373
H -0.14279 0.40227 15.08555
H 1.89365 0.36561 11.36903
H 2.14706 -2.17336 11.52430
H -0.20145 2.02617 11.24469
H -0.13340 4.55417 11.08372
H 1.95877 4.83909 14.65245
H 2.22021 2.33267 14.80163
H 1.57417 6.48304 11.84602
H 1.19017 6.59355 13.67823
H -0.03502 6.54442 12.51769
C -10.12259 -3.08636 18.98436
N -8.76530 -3.62766 18.65611
C -8.26876 -4.64547 19.43319
C -7.07403 -5.23335 19.05270
C -6.31366 -4.72751 17.97468
C -6.92008 -3.82215 17.14441
C -8.17594 -3.30270 17.46969
C -4.87233 -5.18856 17.83797
C -4.49478 -6.55495 18.00991
C -3.17946 -6.93693 17.72568
N -2.30617 -5.95020 17.42992
C -2.58478 -4.63169 17.37379
C -3.89427 -4.25637 17.65985
C -0.93197 -6.39424 17.27697
H -10.03190 -2.05899 19.33706
H -10.52993 -3.68313 19.80047
H -10.77428 -3.28535 18.13360
H -8.94193 -4.91762 20.23269
H -6.71679 -6.00875 19.71417
H -6.48272 -3.42307 16.24116
H -8.76035 -2.65264 16.83543
H -5.20174 -7.34547 18.21408
H -2.78074 -7.90270 17.99902
H -1.74369 -3.95493 17.34279
H -4.06769 -3.19849 17.79110
H -0.91633 -7.11964 16.46356
H -0.63406 -6.77247 18.25488
H -0.24426 -5.57224 17.07830
C 4.51034 0.11137 20.97773
F 4.01656 -1.12803 20.86002
F 3.92019 1.05733 20.21668
F 4.26387 0.46665 22.30589
S 6.39693 0.19391 20.61170
O 6.46204 -0.60161 19.42718
O 6.78456 1.61165 20.39154
N 7.12908 -0.58715 21.94289
S 7.55612 0.49915 22.90468
O 8.76306 1.16585 22.49250
O 6.54259 1.51041 23.31084
C 8.10004 -0.53161 24.51790
F 8.06356 0.28458 25.55975
F 7.21346 -1.48035 24.64888
F 9.34882 -0.99161 24.46071
C 6.26807 -7.92911 20.16478
F 5.36746 -8.49234 21.04177
F 7.21578 -7.21834 20.84043
F 6.84289 -8.78966 19.37886
S 5.26877 -6.58201 19.10435
O 6.21386 -5.47300 18.91415
O 4.84129 -7.19908 17.82717
N 3.89432 -6.19570 20.19815
S 2.80506 -7.02444 19.67365
O 2.08077 -6.52799 18.51944
O 3.06280 -8.43638 19.62574
C 1.49477 -6.78702 21.06884
F 0.97538 -7.94180 21.42178
F 1.96621 -6.08055 22.11271
F 0.45299 -6.11520 20.57046
C -2.99594 -1.05635 14.45166
F -2.20957 -0.61775 15.48976
F -2.50351 -0.40702 13.39189
F -2.96063 -2.41391 14.36764
S -4.85804 -0.56342 14.77968
O -5.23709 -1.38747 15.94706
O -4.84834 0.86733 14.96292
N -5.49951 -1.12930 13.22032
S -6.95381 -0.97449 13.58312
O -7.45976 -1.97482 14.53355
O -7.43186 0.37849 13.79084
C -7.69715 -1.47677 11.86280
F -7.26025 -2.65377 11.41294
F -9.04400 -1.47747 11.86373
F -7.26296 -0.57683 10.99052
C -5.27495 -0.23442 22.03066
F -6.33100 0.49074 22.13137
F -4.21224 0.46638 22.28940
F -5.40212 -1.27783 22.84827
S -5.13639 -0.89173 20.14634
O -4.27909 -2.06803 20.17044
O -6.51397 -1.17851 19.78409
N -4.57823 0.50163 19.21663
S -3.10558 0.18474 19.04927
O -2.36672 -0.12960 20.26256
O -2.81350 -0.80148 17.99743
C -2.29258 1.88501 18.51977
F -0.99310 1.91407 18.81179
F -2.47235 2.02314 17.18723
F -2.91766 2.92720 19.21081
*
```

Summary:
LUMO level ... -6.7 eV
Largest force on an atom ... 0.1415 Eh/bohr
Kohn-Sham gap ... 2.91 eV


DFT (the ωB97M-V functional and the def2-TZVPD basis) results for C56H69GeIMoN3OP as an isolated structure at a distorted geometry.

The geometry in ORCA input format:
```
! RIJCOSX wB97M-V def2-TZVPD def2/J DEFGRID3
* xyz 1 2
Mo -0.64951 -1.18098 -0.26209
C 1.44001 -0.80181 -0.03527
C 1.88041 -2.24180 0.15512
C 2.88497 -2.70511 -0.88384
C 3.59141 -3.80759 -0.70569
C 3.35417 -4.61739 0.53673
C 3.03923 -3.72479 1.71418
C 2.36906 -2.59966 1.54070
H 1.58794 -0.47993 -1.08346
H 1.92428 -0.09054 0.62565
H 2.99173 -2.09965 -1.77698
H 4.29979 -4.16152 -1.44529
H 4.22234 -5.23585 0.75563
H 3.35439 -4.05186 2.69841
H 2.11432 -1.94034 2.35767
I -0.40852 -0.49777 2.52564
O 1.18192 2.22823 -0.13613
P 1.92438 3.54280 -0.12507
C 2.42146 4.02923 -1.81411
C 1.47488 3.44065 -2.87370
C 2.01370 3.74782 -4.27046
C 2.21675 5.26673 -4.49850
C 1.91259 6.08744 -3.24480
C 2.68099 5.54848 -2.03884
C 0.87774 4.80694 0.65682
C 0.08848 4.15129 1.80882
C -0.55172 5.24181 2.67651
C -1.04863 6.42249 1.82378
C -1.40025 5.94903 0.41734
C -0.14719 5.43712 -0.31825
C 3.51534 3.30475 0.73216
C 3.37286 2.80400 2.18318
C 3.28866 3.93637 3.21064
C 4.45493 4.90774 3.06169
C 4.45647 5.51374 1.66250
C 4.57197 4.42012 0.60184
H 3.37147 3.49446 -1.93353
H 0.47055 3.85735 -2.77064
H 1.38686 2.36513 -2.72060
H 1.33228 3.34069 -5.01885
H 2.96372 3.22178 -4.39606
H 1.58723 5.61337 -5.31862
H 3.24894 5.46045 -4.79901
H 0.83879 6.07805 -3.04218
H 2.18825 7.13007 -3.41144
H 2.43458 6.13105 -1.14829
H 3.74648 5.70819 -2.21745
H 1.52735 5.58536 1.06645
H 0.69996 3.48707 2.41640
H -0.68289 3.51651 1.36465
H 0.17626 5.59665 3.41058
H -1.38096 4.80918 3.24028
H -0.27498 7.19314 1.75478
H -1.91183 6.89220 2.29562
H -1.85140 6.75742 -0.15937
H -2.15319 5.15787 0.48422
H 0.31328 6.26534 -0.85455
H -0.44812 4.69911 -1.06564
H 3.85901 2.45381 0.12868
H 4.25729 2.20187 2.41556
H 2.51228 2.13454 2.26096
H 3.26698 3.50890 4.21479
H 2.35889 4.49819 3.08601
H 5.39836 4.37443 3.22376
H 4.39523 5.69311 3.81701
H 5.28528 6.21441 1.54755
H 3.53619 6.08917 1.51691
H 5.55557 3.95141 0.70620
H 4.54633 4.85986 -0.39487
N -2.51022 1.17460 0.31269
N -1.18639 1.00737 -0.23570
H -2.77137 2.15597 0.25461
H -2.42120 0.93328 1.29740
H -0.44771 1.49505 0.28721
H -1.17239 1.44049 -1.15632
N 0.53107 -2.85298 -0.06473
C 0.25892 -4.05831 -0.51932
C 1.16871 -5.12405 -0.74649
C 1.17931 -5.72896 -2.02892
C 1.96535 -6.80380 -2.28655
C 2.69311 -7.48064 -1.24398
C 2.70422 -6.95663 -0.01304
C 2.11424 -5.62522 0.29848
C -1.19031 -4.09528 -0.95238
C -1.29411 -2.76478 -1.72442
C -2.60043 -2.39477 -2.44792
C -3.95494 -2.90736 -1.86853
C -4.19341 -4.26052 -1.33987
C -3.13812 -5.02862 -0.65670
H 0.58070 -5.29347 -2.81873
H 2.00827 -7.19438 -3.29632
H 3.20825 -8.40638 -1.45989
H 3.23074 -7.45415 0.79336
H 1.58533 -5.65496 1.25286
H -0.48844 -2.75653 -2.47133
H -2.52076 -2.47583 -3.53415
H -4.73954 -2.62422 -2.57489
H -5.21629 -4.60840 -1.27571
H -3.54385 -5.90623 -0.15764
C -4.77182 0.53136 -2.39255
C -5.56416 0.01617 -1.26056
C -5.13786 -1.00749 -0.52222
C -3.85513 -1.69580 -0.83198
C -2.94077 -1.00847 -1.88272
C -3.56325 0.06627 -2.70645
Ge -2.70961 -2.28945 0.71268
C -3.77067 -2.33361 2.33158
C -3.96456 -1.23418 3.16783
C -4.68425 -1.35799 4.34842
C -5.22811 -2.58417 4.70803
C -5.07139 -3.67964 3.87245
C -4.34413 -3.55377 2.69458
C -2.20248 -4.15095 0.25245
C -1.65730 -4.92969 1.42754
C -1.17730 -6.17738 1.38252
C -1.05817 -7.03477 0.19353
C -1.32115 -6.69278 -1.07385
C -1.87037 -5.36910 -1.53368
H -5.20993 1.31384 -3.00224
H -6.52138 0.47760 -1.05473
H -5.74813 -1.39460 0.28737
H -1.97421 -0.59029 -1.50031
H -3.01026 0.46659 -3.54995
H -3.54564 -0.27034 2.91059
H -4.81157 -0.49851 4.99429
H -5.77339 -2.68439 5.63779
H -5.51028 -4.63342 4.13688
H -4.22804 -4.42186 2.05387
H -1.67191 -4.44141 2.39785
H -0.85024 -6.62150 2.31730
H -0.71104 -8.04652 0.37455
H -1.19805 -7.45564 -1.83458
H -2.03765 -5.35477 -2.61121
*
```

Summary:
Energy relative to the best compared isomer or geometry (same formula, charge and spin) ... 10.2117 eV
LUMO level (spin up / spin down) ... -4.6 / -4.6 eV
Expectation value of S² ... 0.7556
Largest force on an atom ... 0.0251 Eh/bohr
Kohn-Sham gap (spin up / spin down) ... 4.24 / 4.41 eV